This record from the OMol25 dataset describes a structure of composition C2H2S2 at a distorted geometry. The level of theory is ωB97M-V with the def2-TZVPD basis set.

Structure (XYZ):
```
6
Properties=species:S:1:pos:R:3:lowdin_charge:R:1
C -0.601 0.700 -0.042 -0.613
C -0.721 -0.628 -0.195 -0.664
S -2.210 1.320 -0.489 0.552
S -2.404 -0.835 -0.421 0.569
H 0.132 1.486 0.072 0.050
H 0.087 -1.461 -0.126 0.106
```

Summary:
LUMO energy, eV: -0.30
Gap between HOMO and LUMO, eV: 8.503
HOMO, eV: -8.8
Relative energy (zero: lowest compared OMol25 entry of this formula, charge and spin), kcal/mol: 7.0

This record from the OMol25 dataset describes a cluster of 2 separate species, C35H35NO4Si in total at a distorted geometry. The level of theory is ωB97M-V with the def2-TZVPD basis set.

Structure (XYZ):
```
76
Properties=species:S:1:pos:R:3:lowdin_charge:R:1
C 1.024 -4.298 -2.273 -0.087
C 1.279 -5.634 -1.949 -0.088
C 0.965 -6.120 -0.672 -0.093
C 0.350 -5.294 0.282 -0.231
Si -0.380 -6.024 1.838 0.762
C -0.399 -7.909 1.736 -0.231
C 0.324 -8.690 2.662 -0.083
C 0.312 -10.093 2.600 -0.083
C -0.394 -10.744 1.585 -0.093
C -1.101 -9.987 0.643 -0.084
C -1.109 -8.583 0.722 -0.101
C 0.553 -5.611 3.401 -0.269
C 1.768 -4.916 3.386 -0.086
C 2.365 -4.541 4.598 -0.095
C 1.749 -4.853 5.819 -0.092
C 0.547 -5.572 5.838 -0.081
C -0.042 -5.959 4.628 -0.115
C -2.036 -5.121 2.183 -0.349
C -3.259 -5.776 1.519 -0.164
C -4.136 -4.601 1.063 -0.152
C -3.437 -3.304 1.488 -0.187
N -2.073 -3.679 1.924 -0.081
C 0.170 -3.938 -0.036 -0.080
C 0.458 -3.451 -1.315 -0.070
H 1.247 -3.918 -3.276 0.103
H 1.704 -6.307 -2.698 0.101
H 1.179 -7.161 -0.420 0.099
H 0.906 -8.203 3.447 0.095
H 0.855 -10.678 3.348 0.103
H -0.403 -11.837 1.532 0.103
H -1.652 -10.489 -0.157 0.102
H -1.676 -8.013 -0.019 0.097
H 2.243 -4.670 2.431 0.106
H 3.312 -3.993 4.588 0.100
H 2.198 -4.533 6.762 0.101
H 0.059 -5.835 6.781 0.103
H -0.981 -6.523 4.644 0.108
H -2.129 -5.299 3.268 0.091
H -2.971 -6.418 0.682 0.081
H -3.767 -6.404 2.257 0.113
H -4.200 -4.591 -0.028 0.109
H -5.146 -4.661 1.475 0.105
H -3.368 -2.610 0.641 0.079
H -3.983 -2.800 2.302 0.115
H -1.783 -3.150 2.749 0.109
H -0.248 -3.267 0.709 0.055
H 0.203 -2.416 -1.557 0.097
C -0.154 1.842 -1.832 0.018
C -1.657 1.826 -1.630 -0.515
C -2.325 2.749 -2.644 0.015
O -2.222 0.502 -1.868 0.089
C -2.166 -0.425 -0.870 -0.405
O -2.558 -1.557 -1.081 0.107
C -1.576 0.031 0.393 -0.047
C -0.868 -0.804 1.223 0.095
C 0.326 -0.330 1.912 -0.165
C 0.978 0.864 1.487 -0.014
C 2.201 1.262 2.020 -0.063
C 2.776 0.541 3.069 -0.067
C 2.128 -0.609 3.551 -0.068
C 0.930 -1.045 2.977 -0.008
C -1.820 1.453 0.738 -0.420
O -1.804 1.906 1.855 0.145
O -2.068 2.290 -0.332 0.078
H 0.349 1.031 -1.293 0.085
H 0.043 1.730 -2.905 0.100
H 0.253 2.813 -1.517 0.110
H -3.412 2.654 -2.577 0.100
H -2.044 3.787 -2.454 0.100
H -2.002 2.477 -3.652 0.094
H -1.225 -1.825 1.312 0.080
H 0.508 1.505 0.736 0.093
H 2.691 2.155 1.627 0.110
H 3.711 0.881 3.518 0.107
H 2.560 -1.170 4.377 0.099
H 0.432 -1.943 3.355 0.109
```

Summary:
SMILES: c1ccc([Si](c2ccccc2)(c2ccccc2)[C@@H]2CCCN2)cc1.CC1(C)OC(=O)C(=Cc2ccccc2)C(=O)O1
LUMO energy, eV: -1.17
Gap between HOMO and LUMO, eV: 6.970
HOMO, eV: -8.1